# 1
Below is C44H25F9N4O6PTc as an isolated structure, with properties calculated with ωB97M-V with the def2-TZVPD basis set.

Atoms and positions in Å:
Tc  -1.90114  0.36860  1.73867
O  -5.70263  1.24805  2.77023
C  -4.51615  1.19795  2.75100
O  -3.79712  0.41696  1.92194
C  -3.58027  1.97758  3.63434
C  -3.90332  2.87794  4.63392
C  -2.85827  3.48081  5.32798
C  -1.53598  3.17353  5.01459
C  -1.31072  2.26510  3.99788
N  -2.32084  1.70469  3.34579
C  0.00230  1.76076  3.47111
O  1.08274  2.04194  3.88172
O  -0.22457  0.90898  2.45066
H  -4.94242  3.08477  4.84926
H  -3.07384  4.18943  6.11591
H  -0.69581  3.61422  5.53306
O  -1.61206  -2.88952  -4.09926
C  -2.17829  -3.44002  -3.14025
O  -2.53088  -4.60049  -2.91222
C  -2.23422  -2.52687  -1.91166
C  -2.12726  -3.05529  -0.62167
C  -2.01162  -2.19122  0.43695
N  -2.03259  -0.85602  0.21665
C  -2.24849  -0.32148  -1.00794
C  -2.34140  -1.14680  -2.09594
C  -2.30573  1.15657  -1.02415
C  -2.56855  1.87852  -2.17386
C  -2.57622  3.26327  -2.11041
C  -2.32517  3.89057  -0.90070
C  -2.09344  3.10993  0.21703
N  -2.08886  1.77620  0.16431
C  -1.82628  -2.55001  1.86246
C  -1.69426  -3.85757  2.29386
C  -1.52522  -4.10524  3.64793
C  -1.48731  -3.04354  4.53679
C  -1.61620  -1.76037  4.03906
N  -1.77729  -1.51399  2.73835
H  -2.12098  -4.13387  -0.53157
H  -2.41896  -0.79316  -3.11464
H  -2.75346  1.36703  -3.10657
H  -2.76650  3.84373  -3.00407
H  -2.31674  4.96726  -0.81421
H  -1.90707  3.55224  1.18711
H  -1.72555  -4.66818  1.58056
H  -1.42227  -5.12157  4.00312
H  -1.35844  -3.19818  5.59776
H  -1.58302  -0.89612  4.68966
F  3.78846  -5.90625  -2.69725
C  2.83100  -5.79960  -1.76957
F  3.27497  -6.40968  -0.65465
F  1.76734  -6.49360  -2.19836
C  2.46784  -4.36338  -1.48982
C  1.72115  -4.07559  -0.35731
C  1.34777  -2.76663  -0.10486
C  1.71747  -1.73756  -0.96731
C  2.48561  -2.04235  -2.08821
C  2.85289  -3.35017  -2.35588
P  1.20905  -0.04517  -0.50475
C  2.80421  0.70355  -0.02506
C  3.75419  1.17164  -0.93438
C  4.95065  1.69604  -0.48549
C  5.20898  1.75857  0.88050
C  4.27857  1.29666  1.79394
C  3.07676  0.77246  1.33702
C  6.52033  2.34242  1.33544
F  6.61321  2.40515  2.67043
F  6.68575  3.58976  0.86101
F  7.55790  1.61455  0.89205
C  0.83390  0.75913  -2.09975
C  0.92041  2.15050  -2.17986
C  0.49989  2.82164  -3.31284
C  -0.03537  2.10638  -4.37701
C  -0.11872  0.72155  -4.31976
C  0.31432  0.05264  -3.18458
C  -0.52904  2.84082  -5.59336
F  -1.54615  2.19329  -6.18171
F  -0.98249  4.07021  -5.26530
F  0.42935  3.00555  -6.51135
H  1.44466  -4.87147  0.32214
H  0.78272  -2.53461  0.79138
H  2.79940  -1.25688  -2.76474
H  3.44363  -3.58284  -3.23067
H  3.56278  1.12629  -1.99952
H  5.68663  2.05634  -1.19258
H  4.48111  1.35481  2.85393
H  2.34179  0.43019  2.05464
H  1.33125  2.71789  -1.35206
H  0.57503  3.89972  -3.36682
H  -0.53046  0.15901  -5.14849
H  0.23363  -1.02806  -3.15975

Charge   +1
Lowest unoccupied orbital energy (spin up / spin down)   -5.763 / -5.496 eV
HOMO level (spin up / spin down)   -10.80 / -10.81 eV
Frontier orbital gap (spin up / spin down)   0.18524 / 0.19519 hartree
Expectation value of S²   0.755
2S+1   2

# 2
Below is C44H27BiF15IN4O11PS2 as an isolated structure, with properties calculated with ωB97M-V with the def2-TZVPD basis set.

Atoms and positions in Å:
Bi  -1.65260  -0.85280  -1.73146
O  -3.57999  5.48181  -1.53619
C  -3.25192  4.17950  -1.51009
C  -2.85173  3.48052  -2.64388
C  -2.54436  2.13246  -2.53403
N  -2.58994  1.48299  -1.38548
C  -2.97647  2.13949  -0.29581
C  -3.33180  3.47861  -0.30514
C  -3.05469  1.39984  0.99369
O  -3.51387  1.90488  1.98723
O  -2.52875  0.17213  0.88770
C  -2.23509  1.36843  -3.81326
O  -2.14270  2.01270  -4.83646
O  -2.16457  0.09216  -3.72363
H  -3.49244  5.82275  -2.43650
H  -2.78187  3.93146  -3.62344
H  -3.66970  3.95650  0.59942
C  -1.46934  -4.74076  -4.44389
C  -0.71984  -4.83741  -3.15687
N  0.13386  -5.81717  -3.01538
C  0.83163  -5.92302  -1.88627
C  0.66163  -5.09481  -0.80301
C  1.58198  -5.27889  0.37807
O  0.92239  -5.27585  1.63304
C  -0.27020  -4.02902  -0.90643
C  -0.68520  -3.36904  0.29889
N  -1.06230  -2.15026  0.50041
C  -1.52407  -1.81391  1.77576
C  -1.17982  -2.53846  2.92456
C  -1.76970  -2.28439  4.14508
C  -2.76264  -1.32819  4.24858
C  -3.05933  -0.53928  3.15312
C  -2.39083  -0.71188  1.94988
I  -4.24663  -1.29932  -1.42036
C  -0.95706  -3.86043  -2.13791
O  -1.88028  -2.97739  -2.32362
H  -1.50587  -5.71307  -4.93095
H  -0.93832  -4.04635  -5.09676
H  -2.47355  -4.35802  -4.26817
H  1.54544  -6.73553  -1.85764
H  2.32876  -4.46791  0.35098
H  2.11725  -6.22747  0.24620
H  1.52334  -5.62118  2.30231
H  -0.72546  -4.07358  1.12667
H  -0.43155  -3.31418  2.86743
H  -1.46737  -2.85431  5.01118
H  -3.27949  -1.16972  5.18244
H  -3.79410  0.24025  3.23606
F  1.29113  3.62073  -3.25630
C  1.14729  2.82638  -4.33767
F  0.17521  3.34467  -5.07089
F  2.27772  2.93517  -5.03995
S  0.87203  1.05501  -3.75027
O  0.05308  1.22086  -2.56654
O  2.19067  0.57292  -3.47600
N  0.23107  0.45515  -5.03534
S  0.01406  -1.10594  -4.94580
O  -0.02261  -1.54584  -3.56463
O  0.91324  -1.84888  -5.76787
C  -1.64401  -1.41971  -5.84136
F  -2.64957  -1.90818  -5.12925
F  -1.39539  -2.33932  -6.79327
F  -2.04962  -0.33529  -6.47869
F  6.26779  3.48698  -1.80231
C  5.89876  3.59565  -0.52238
F  5.86692  4.91316  -0.24190
F  6.92586  3.09989  0.20777
C  4.60461  2.90421  -0.20170
C  3.95107  3.23688  0.98088
C  2.76634  2.60983  1.31023
C  2.22860  1.63916  0.46734
C  2.90830  1.28844  -0.69076
C  4.08719  1.92665  -1.03916
P  0.66445  0.73463  0.85833
C  1.47907  -0.30448  2.15594
C  1.64874  0.03261  3.49402
C  2.17023  -0.88195  4.39092
C  2.57972  -2.12779  3.94032
C  2.51508  -2.43770  2.58718
C  1.95294  -1.53605  1.70707
C  3.09057  -3.17316  4.88675
F  2.36795  -4.31224  4.81526
F  3.06721  -2.79465  6.17118
F  4.36068  -3.53888  4.62319
C  -0.16325  2.03945  1.85697
C  -0.80796  1.78494  3.06561
C  -1.52010  2.77943  3.70767
C  -1.62166  4.03720  3.13042
C  -1.02017  4.29742  1.90588
C  -0.29957  3.30139  1.27598
C  -2.40314  5.09502  3.85241
F  -3.62623  4.68729  4.21842
F  -1.78983  5.47223  4.99884
F  -2.57442  6.21853  3.14196
H  4.37070  3.99022  1.63218
H  2.25887  2.88394  2.22364
H  2.51008  0.54468  -1.36233
H  4.57630  1.66853  -1.96534
H  1.36991  1.00881  3.85795
H  2.25415  -0.63211  5.43748
H  2.89441  -3.38827  2.24657
H  1.86467  -1.78222  0.65843
H  -0.77986  0.79670  3.49861
H  -2.02317  2.57402  4.63865
H  -1.12805  5.26643  1.44358
H  0.16110  3.49456  0.31596

Charge   -1
Lowest unoccupied orbital energy   1.414 eV
HOMO level   -5.83 eV
Frontier orbital gap   0.26621 hartree

The evaluated max |F| for the records listed, in turn: 1.2; 2.7 eV Å⁻¹.
The evaluated electronic energy for the records listed, in turn: -3683.10560; -5887.87577 Eh.